Record 1
2 unconnected molecules or ions with the total composition C4H11FO in a non-equilibrium geometry. Source: the Open Molecules 2025 dataset; level of theory: the ωB97M-V functional and the def2-TZVPD basis.

Last column: Löwdin charge in e.
Cartesian coordinates (Å):
1 C -0.03 0.24 -1.51  -0.120
2 C -0.92 -0.29 -0.41  -0.277
3 C -0.69 0.43 0.94  -0.201
4 C -1.52 -0.09 2.12  -0.297
5 F -1.28 0.57 3.24  -0.021
6 H -0.25 1.28 -1.80  0.082
7 H -0.26 -0.41 -2.38  0.074
8 H 1.04 0.15 -1.28  0.058
9 H -0.75 -1.37 -0.21  0.111
10 H -2.00 -0.17 -0.65  0.113
11 H 0.39 0.43 1.20  0.116
12 H -1.02 1.48 0.88  0.118
13 H -1.38 -1.17 2.34  0.122
14 H -2.59 0.07 1.92  0.123
15 O 3.98 -0.27 -1.77  -0.090
16 H 3.89 0.16 -0.89  0.045
17 H 3.37 -1.05 -1.73  0.042

Total charge: 0
Max |F|, eV Å⁻¹: 2.96
Multiplicity: 1
SMILES: CCCCF.O

Record 2
A molecular structure, C4H11HoO2 in a non-equilibrium geometry. Source: the Open Molecules 2025 dataset; level of theory: the ωB97M-V functional and the def2-TZVPD basis.

Last column: Mulliken spin population.
Cartesian coordinates (Å):
1 C -0.54 2.44 -0.83  0.015
2 O -0.91 1.24 -0.12  -0.013
3 C -2.30 0.90 -0.25  0.001
4 C -2.49 -0.46 0.38  0.000
5 O -1.84 -0.45 1.66  -0.003
6 C -2.21 -1.52 2.53  0.000
7 H 0.52 2.63 -0.62  0.002
8 H -0.69 2.28 -1.90  -0.001
9 H -1.15 3.28 -0.47  0.000
10 H -2.57 0.86 -1.31  0.001
11 H -2.90 1.66 0.26  0.000
12 H -2.06 -1.26 -0.23  0.000
13 H -3.56 -0.65 0.52  0.000
14 H -1.98 -2.48 2.06  0.001
15 H -1.64 -1.41 3.46  -0.002
16 H -3.29 -1.45 2.74  0.001
17 Ho 0.08 0.55 1.67  3.011
18 H 1.92 5.65 -0.42  0.987

Total charge: +2
Max |F|, eV Å⁻¹: 2.58
<S²>: 6.006
Multiplicity: 5

Record 3
A gas-phase ion, C4H11IN (charge +1) in a non-equilibrium geometry. Source: the Open Molecules 2025 dataset; level of theory: the ωB97M-V functional and the def2-TZVPD basis.

Last column: Löwdin charge in e.
Cartesian coordinates (Å):
1 C 1.03 0.91 1.57  -0.112
2 C 0.90 -0.15 0.43  -0.304
3 C -0.20 0.12 -0.59  -0.916
4 C -1.51 -0.06 0.12  -0.137
5 N -0.18 -1.04 -1.76  0.164
6 I 0.07 2.00 -1.54  1.024
7 H 2.08 1.34 1.52  0.109
8 H 0.92 0.39 2.49  0.066
9 H 0.34 1.68 1.75  0.051
10 H 0.71 -1.14 0.92  0.122
11 H 1.96 -0.23 0.02  0.130
12 H -2.46 0.04 -0.41  0.089
13 H -1.49 -1.03 0.66  0.106
14 H -1.68 0.79 0.87  0.123
15 H -0.99 -0.83 -2.35  0.133
16 H 0.75 -0.85 -2.38  0.216
17 H -0.26 -1.94 -1.33  0.136

Total charge: +1
Max |F|, eV Å⁻¹: 4.46
Multiplicity: 1
SMILES: CC[C@](C)([NH3+])I

Record 4
A gas-phase ion, C4H11INO (charge +1) in a non-equilibrium geometry. Source: the Open Molecules 2025 dataset; level of theory: the ωB97M-V functional and the def2-TZVPD basis.

Last column: Löwdin charge in e.
Cartesian coordinates (Å):
1 C 0.52 -1.87 0.91  -0.127
2 C 0.60 -0.37 0.93  -0.276
3 C -0.36 0.24 -0.07  -0.680
4 N 0.02 -0.41 -1.35  0.081
5 I -2.59 -0.18 0.18  0.928
6 C -0.12 1.89 -0.14  -0.242
7 O -1.15 2.59 0.37  -0.055
8 H 1.42 -2.32 1.48  0.139
9 H -0.43 -2.20 1.19  0.039
10 H 0.61 -2.30 -0.11  0.075
11 H 1.65 -0.17 0.64  0.143
12 H 0.39 -0.22 1.97  0.126
13 H 0.96 -0.88 -1.14  0.161
14 H 0.18 0.28 -2.24  0.234
15 H -0.70 -1.15 -1.64  0.145
16 H 0.73 2.01 0.47  0.107
17 H 0.00 2.11 -1.21  0.126
18 H -1.74 2.94 -0.25  0.076

Total charge: +1
Max |F|, eV Å⁻¹: 3.66
Multiplicity: 1
SMILES: CC[C@@]([NH3+])(I)CO

Record 5
2 unconnected molecules or ions with the total composition C4H11INO2 in a non-equilibrium geometry. Source: the Open Molecules 2025 dataset; level of theory: the ωB97M-V functional and the def2-TZVPD basis.

Last column: Löwdin charge in e.
Cartesian coordinates (Å):
1 C 2.07 1.33 1.29  0.052
2 C -0.34 0.57 0.33  0.018
3 C 1.17 0.43 0.48  -0.218
4 C -1.33 0.77 -1.10  -0.366
5 N 1.65 -0.42 -0.32  0.238
6 O -2.55 1.04 -0.70  0.113
7 O -1.11 -0.48 -1.79  -0.017
8 I -1.22 -4.16 0.25  0.400
9 H 1.60 1.37 2.17  0.063
10 H 2.08 2.28 0.94  0.083
11 H 3.08 0.96 1.43  0.112
12 H -0.95 1.64 -1.64  0.159
13 H -0.54 1.46 0.77  0.069
14 H -0.80 -0.18 0.91  0.117
15 H 2.70 -0.59 -0.55  0.213
16 H -1.58 -4.63 1.70  -0.367
17 H 0.98 -0.88 -0.98  0.146
18 H -3.07 0.32 -0.91  0.096
19 H -1.83 -0.83 -2.28  0.089

Total charge: +1
Max |F|, eV Å⁻¹: 4.81
Multiplicity: 1

Record 6
2 unconnected molecules or ions with the total composition C4H11INS in a non-equilibrium geometry. Source: the Open Molecules 2025 dataset; level of theory: the ωB97M-V functional and the def2-TZVPD basis.

Last column: Löwdin charge in e.
Cartesian coordinates (Å):
1 C 1.20 -1.76 0.15  -0.108
2 C -0.30 -1.63 0.22  -0.427
3 C 0.35 1.51 0.10  -0.137
4 C -0.93 -0.57 -0.61  -1.147
5 N -0.59 2.49 0.66  0.054
6 S -0.60 -0.57 -2.36  0.754
7 I -2.81 -0.05 0.03  1.042
8 H 1.62 -2.12 1.05  0.064
9 H 1.61 -2.44 -0.63  0.094
10 H 1.57 -0.70 -0.01  0.078
11 H -0.89 -2.55 0.09  0.130
12 H -0.54 -1.28 1.24  0.089
13 H 0.99 2.03 -0.69  0.095
14 H 1.01 1.04 0.90  0.077
15 H -0.11 3.35 1.01  0.185
16 H -0.99 1.93 1.40  0.103
17 H -1.20 2.58 -0.16  0.127
18 H 0.60 -1.26 -2.39  -0.074

Total charge: +1
Max |F|, eV Å⁻¹: 3.12
Multiplicity: 1

Record 7
A gas-phase ion, C4H11N2 (charge +1) in a non-equilibrium geometry. Source: the Open Molecules 2025 dataset; level of theory: the ωB97M-V functional and the def2-TZVPD basis.

Last column: Löwdin charge in e.
Cartesian coordinates (Å):
1 C -0.27 2.20 0.00  -0.014
2 N 0.19 0.89 -0.15  -0.015
3 C -0.43 -0.23 -0.09  -0.132
4 C -1.87 -0.48 -0.18  0.006
5 C 0.80 -1.43 -0.09  -0.126
6 N 2.01 -0.81 0.48  -0.025
7 H -1.36 2.10 0.41  0.137
8 H 0.53 2.54 0.67  0.122
9 H -0.34 2.75 -0.97  0.125
10 H 1.18 0.84 -0.38  0.148
11 H -2.25 -0.99 0.67  0.087
12 H -2.65 0.27 -0.35  0.105
13 H -1.94 -1.35 -0.92  0.142
14 H 0.99 -1.54 -1.12  0.088
15 H 0.69 -2.54 0.28  0.157
16 H 2.83 -1.35 0.25  0.087
17 H 1.90 -0.87 1.51  0.108

Total charge: +1
Max |F|, eV Å⁻¹: 3.22
Multiplicity: 1
SMILES: C/[NH+]=C(\C)CN

Record 8
A molecular structure, C4H11N2 in a non-equilibrium geometry. Source: the Open Molecules 2025 dataset; level of theory: the ωB97M-V functional and the def2-TZVPD basis.

Last column: Löwdin charge in e.
Cartesian coordinates (Å):
1 C 0.28 -1.11 1.16  -0.090
2 C 0.69 -1.16 -0.27  -0.140
3 C -0.49 0.15 0.87  -0.271
4 C 0.04 0.59 -1.87  0.023
5 N -0.44 1.29 1.74  0.080
6 N 0.43 0.24 -0.48  -0.144
7 H -0.25 -1.79 1.69  0.093
8 H 1.13 -0.74 1.78  0.146
9 H 1.70 -1.45 -0.63  0.158
10 H -0.05 -1.68 -0.83  0.119
11 H -1.74 -0.07 0.25  0.263
12 H 0.97 0.68 -2.51  0.144
13 H -0.73 -0.11 -2.14  0.102
14 H -0.33 1.53 -1.63  0.073
15 H 0.18 1.39 2.61  0.161
16 H -0.97 2.05 1.38  0.077
17 H 1.24 0.88 -0.23  0.207

Total charge: +1
Max |F|, eV Å⁻¹: 4.49
Multiplicity: 1

no.,E_tot (Eh)
1,-334.08988
2,-1256.75609
3,-511.17054
4,-586.37623
5,-661.62532
6,-909.25858
7,-268.21718
8,-268.18430